10
Properties=species:S:1:pos:R:3 method="wB97M-V/def2-TZVPD" lumo_energy_ev="-7.2 / -7.7" charge=+2 relative_energy_kj_mol=0.00 energy_ev=-15369.6083 gap_ev="7.4 / 8.1" s2=0.75 homo_ev="-14.607 / -15.795" multiplicity=2
C 0.127 -1.528 0.501
C 0.188 -2.310 -0.601
O 0.203 -2.967 -1.540
H -0.777 -1.665 1.104
H 1.042 -1.516 1.101
O -0.120 1.255 -1.022
C -0.080 1.046 0.143
O -0.105 1.579 1.200
Mg -0.123 2.421 3.239
Rb -0.355 3.685 -4.125